This record from OMol25 describes 2 unconnected molecules or ions with the total composition CH8N3O at a distorted geometry. The level of theory is wB97M-V/def2-TZVPD.

Each line ends with the natural charge from an NBO analysis.
Geometry (Å):
C: 0.7221 0.4354 -0.7362  0.67
N: 1.2098 -0.7857 -0.3944  -0.77
N: 1.4450 1.2497 -1.4605  -0.75
N: -0.4181 0.8976 -0.1744  -0.76
H: 2.1420 -1.0368 -0.7329  0.43
H: 0.5391 -1.5189 -0.1517  0.44
H: 2.2449 0.8929 -1.9891  0.44
H: 1.2126 2.2454 -1.4943  0.43
H: -0.6093 1.8729 -0.4167  0.42
H: -1.1283 0.3420 0.3088  0.46
O: -2.4084 -1.3899 2.0411  -0.97
H: -1.7227 -1.4652 2.7428  0.48
H: -3.2287 -1.7394 2.4575  0.49

Output
spin multiplicity: 1
frontier orbital gap: 11.590 eV
energy relative to the best compared isomer or geometry (same formula, charge and spin): 14.9 kcal per mole
HOMO: -14.89 eV
net charge: +1
lowest unoccupied orbital energy: -3.3 eV
energy: -282.2053 hartree



This record from OMol25 describes C3H5NO2 in the gas phase at a distorted geometry. The level of theory is wB97M-V/def2-TZVPD.

Each line ends with the natural charge from an NBO analysis.
Geometry (Å):
C: -0.5203 0.1336 -0.8169  0.67
C: 0.8631 -0.1040 1.1959  -0.59
C: -0.3733 -0.5899 0.4314  -0.52
N: -0.7038 1.2984 -2.7600  0.03
O: 0.3122 0.4556 -1.9068  -0.40
O: -1.5160 0.8690 -1.4839  -0.39
H: 0.6398 0.8159 1.7272  0.22
H: 1.6767 0.0801 0.4959  0.23
H: 1.1841 -0.8512 1.9173  0.22
H: -1.2920 -0.4522 1.0051  0.26
H: -0.2704 -1.6552 0.1948  0.26

Output
spin multiplicity: 1
frontier orbital gap (spin up / spin down): 9.033 / 9.034 eV
energy relative to the best compared isomer or geometry (same formula, charge and spin): 165.2 kcal per mole
HOMO (spin up / spin down): -8.70 / -8.70 eV
lowest unoccupied orbital energy (spin up / spin down): 0.3 / 0.3 eV
energy: -322.3110 hartree



This record from OMol25 describes a molecular structure, C22H26ClIrN6O2SSe4 at a distorted geometry. The level of theory is wB97M-V/def2-TZVPD.

Each line ends with the natural charge from an NBO analysis.
Geometry (Å):
Ir: 1.8436 0.2215 0.4805  0.68
C: 4.0066 1.6739 -3.9483  -0.69
C: 3.3123 0.3836 -3.6978  0.38
N: 3.1151 -0.6175 -4.5260  -0.28
N: 2.3525 -1.4762 -3.8574  -0.36
C: 2.1810 -1.1778 -2.5514  0.24
S: 1.5656 -2.0313 -1.2428  -0.19
N: 2.7831 0.0606 -2.4850  -0.22
N: 2.9100 0.7865 -1.2999  -0.69
H: 3.4023 2.5624 -4.0932  0.25
H: 4.5251 1.4109 -4.8875  0.24
H: 4.8559 1.9673 -3.2369  0.26
H: 2.0759 -2.3515 -4.2934  0.42
H: 3.8698 0.7924 -0.9496  0.44
H: 2.6546 1.7593 -1.4490  0.43
Se: 3.6437 -0.9255 1.2791  0.02
Se: 6.0663 1.3325 -0.2859  -0.48
Se: 5.2155 3.0258 0.9404  0.16
Se: 3.0013 2.7965 1.4313  -0.37
C: -0.8232 -0.5495 4.1055  -0.61
C: 0.5075 -0.0029 3.5011  -0.13
C: 0.6894 1.5077 3.6679  -0.63
C: 1.6666 -0.7069 4.0667  -0.61
C: 0.5709 -0.2364 1.9405  -0.42
H: -0.6978 -0.5045 5.1898  0.20
H: -0.9159 -1.5481 3.7908  0.20
H: -1.5261 0.0673 3.6214  0.21
H: 0.4722 1.9181 4.6872  0.20
H: 0.0527 2.0488 2.9297  0.21
H: 1.6967 1.8120 3.2482  0.23
H: 1.6391 -0.5534 5.1738  0.18
H: 2.6244 -0.2281 3.7387  0.23
H: 1.6007 -1.7921 4.0595  0.21
H: -0.4135 -0.5317 1.5205  0.12
N: -4.4048 -2.6203 0.5895  -0.53
C: -5.4536 -3.3578 0.2092  0.21
N: -5.0988 -4.5340 -0.2725  -0.48
C: -3.7004 -4.5157 -0.3398  0.07
C: -2.6443 -5.3599 -0.8518  -0.20
C: -1.3295 -4.9827 -0.6398  -0.24
C: -1.0166 -3.8967 0.1095  -0.20
C: -1.9836 -3.0397 0.6239  -0.22
C: -3.2863 -3.3424 0.2003  0.09
H: -4.3459 -1.6855 0.8981  0.42
H: -6.4352 -3.0838 0.3690  0.19
H: -2.9554 -6.3481 -1.2338  0.21
H: -0.5162 -5.6092 -1.0537  0.21
H: 0.0279 -3.8089 0.3090  0.22
H: -1.7402 -2.0072 1.0818  0.23
Cl: -4.4084 5.8098 -0.8877  -0.03
C: -3.1553 4.6072 -0.9874  -0.02
C: -2.7620 3.9477 0.1847  -0.25
C: -1.8234 2.9474 -0.0752  -0.15
C: -1.1728 2.7334 -1.2574  -0.18
C: -1.5530 3.5168 -2.3568  -0.12
C: -2.5766 4.4368 -2.2361  -0.28
C: -0.0626 1.7852 -1.4690  0.79
O: 0.6269 1.8931 -2.5121  -0.73
O: 0.1347 0.9669 -0.5033  -0.78
H: -3.2568 4.1386 1.1975  0.24
H: -1.5246 2.3298 0.7210  0.23
H: -1.0137 3.3168 -3.3272  0.25
H: -3.0936 4.8692 -3.0584  0.22

Output
spin multiplicity: 6
frontier orbital gap (spin up / spin down): 6.047 / 6.015 eV
energy relative to the best compared isomer or geometry (same formula, charge and spin): 45.6 kcal per mole
HOMO (spin up / spin down): -3.70 / -5.05 eV
net charge: -1
lowest unoccupied orbital energy (spin up / spin down): 2.3 / 1.0 eV
energy: -11901.3643 hartree